Entry 1:
Computed, not measured: 2 unconnected molecules or ions with the total composition C5H15NO at a distorted geometry, with the ωB97M-V functional and the def2-TZVPD basis.

XYZ file:
```
22
Properties=species:S:1:pos:R:3:forces:R:3
C 0.954965 -0.283185 -0.836933 -0.49 4.12 -1.08
N 0.460691 0.478040 0.356300 -0.23 -1.23 0.01
C -0.896797 0.122993 0.794961 -0.46 0.14 1.49
C -1.305035 1.054963 1.976242 2.45 -0.45 0.93
C 1.421830 0.290479 1.430117 1.07 0.93 1.00
C 1.409776 0.888093 -1.798342 0.36 0.68 0.99
H 0.099560 -0.594919 -1.427771 0.12 -1.77 0.62
H 1.859984 -0.803272 -0.548522 -0.50 -1.22 -0.43
H -0.964369 -0.948782 1.074150 0.02 0.29 0.12
H -1.727168 0.277117 0.114199 0.63 0.08 -1.15
H -2.358817 1.187676 2.140300 -0.36 0.14 -0.21
H -0.843617 0.698128 2.924940 -0.73 -0.18 -0.38
H -0.719632 1.993804 1.880690 -0.97 -0.09 -0.44
H 1.748009 -0.728828 1.685483 -0.23 -0.31 -0.62
H 1.087264 0.653090 2.400585 -0.39 0.27 -0.21
H 2.353059 0.891691 1.280037 -0.60 -0.50 -0.37
H 0.559841 1.554420 -2.044920 0.24 -0.66 -0.02
H 2.030568 1.516659 -1.150011 0.25 0.08 -0.37
H 1.983160 0.653588 -2.699507 -0.20 -0.35 0.10
H -2.986557 -3.432879 -2.539773 -0.38 -0.08 0.33
H -1.748809 -2.709637 -2.858224 -0.02 0.31 0.52
O -2.417906 -2.759237 -2.154005 0.41 -0.22 -0.83
```
Forces are in eV/Å.

Computed properties:
energy above the lowest of the compared OMol25 structures with the same formula, charge and spin: 2.124 eV
HOMO level: -8.3 eV
SMILES: CCN(C)CC.O
orbital gap: 9.103 eV
strongest force on any atom: 0.083 Eh/bohr
energy: -8964.235 eV

Entry 2:
Computed, not measured: a single C3H3NO3 molecule at a distorted geometry, with the ωB97M-V functional and the def2-TZVPD basis.

XYZ file:
```
10
Properties=species:S:1:pos:R:3:forces:R:3
N -1.057221 0.920828 -1.309160 0.61 -0.36 -0.43
C -0.365802 0.409147 -0.394188 -0.55 0.28 -0.78
O 1.016584 0.256694 -0.498961 -0.22 -0.15 0.00
C 1.759547 -0.457278 0.384705 -0.20 -0.21 0.41
O 1.356918 -0.991131 1.376859 0.10 0.24 -0.48
C -1.328771 -0.105533 0.674742 -0.91 0.06 0.11
O -2.450042 -0.193578 0.245422 0.07 -0.67 1.41
H -0.643755 0.971414 -2.222776 0.89 0.74 -0.26
H 2.802371 -0.460233 0.030823 -0.20 0.02 0.10
H -1.089828 -0.350331 1.712538 0.42 0.06 -0.06
```
Forces are in eV/Å.

Computed properties:
energy above the lowest of the compared OMol25 structures with the same formula, charge and spin: 2.451 eV
HOMO level: -10.2 eV
SMILES: [H]/N=C(/C=O)OC=O
orbital gap: 9.909 eV
strongest force on any atom: 0.030 Eh/bohr
energy: -10790.250 eV

Look up the energy above the lowest of the compared OMol25 structures with the same formula, charge and spin of the second one. 2.451 eV

Which formula does entry 2 have? C3H3NO3